[1]
Entry from the OMol25 dataset: a 12-piece molecular cluster, C16H56N12O12 overall at a distorted geometry (wB97M-V/def2-TZVPD).

Each line ends with the Löwdin charge.
Atoms and positions in Å:
C  1.777465  -1.947501  -3.955496  -0.668
O  1.855629  -1.881498  -5.162231  0.028
N  0.613145  -2.406330  -3.400860  0.170
N  2.720071  -1.446150  -3.051786  0.150
H  0.533251  -2.347209  -2.402313  0.065
H  -0.163215  -2.646741  -3.933657  0.076
H  2.697207  -1.879297  -2.127940  0.068
H  3.581365  -1.311973  -3.572430  0.104
C  0.918333  -1.231998  4.179631  -0.635
O  0.415416  -2.194330  4.763851  0.005
N  2.200844  -0.746181  4.473452  0.149
N  0.346744  -0.470737  3.255858  0.208
H  2.639393  0.010523  3.963275  0.069
H  2.598809  -0.847279  5.400580  0.102
H  0.814627  0.321008  2.889705  0.043
H  -0.366508  -0.797942  2.637753  0.083
C  4.085913  0.431152  0.147929  -0.643
O  4.290596  -0.406419  -0.721319  0.003
N  3.923387  1.736495  -0.275654  0.183
N  3.964208  0.090542  1.473357  0.182
H  3.606410  1.782201  -1.194187  0.034
H  3.715328  2.475235  0.356662  0.090
H  4.116727  -0.833792  1.778941  0.075
H  3.754471  0.832305  2.101597  0.076
C  0.769265  3.422920  2.316079  -0.640
O  1.216747  2.372468  2.807045  -0.021
N  0.240119  3.496555  1.131588  0.201
N  0.968228  4.704273  2.926453  0.130
H  -0.016134  2.672720  0.640767  0.064
H  -0.116132  4.342563  0.740858  0.113
H  0.922230  5.512964  2.326321  0.084
H  1.548866  4.658374  3.757099  0.095
C  -3.112431  -1.931021  3.761280  -0.633
O  -2.642526  -1.979286  2.626039  -0.005
N  -4.455280  -1.689182  4.043956  0.149
N  -2.343270  -2.064715  4.865453  0.184
H  -5.139346  -2.092058  3.405183  0.112
H  -4.804979  -1.628379  4.975936  0.084
H  -1.347104  -2.069885  4.757945  0.032
H  -2.640147  -1.685821  5.749797  0.109
C  -0.433759  0.130900  -0.427776  -0.684
O  -0.968976  1.263850  -0.614111  -0.043
N  0.877769  -0.029261  -0.465256  0.234
N  -1.129114  -0.908174  -0.152298  0.236
H  1.287184  -0.936913  -0.556837  0.062
H  1.438713  0.775686  -0.714003  0.089
H  -0.677790  -1.753585  0.214558  0.113
H  -2.112277  -0.730791  -0.154941  0.102
C  3.808033  2.756822  -3.854674  -0.098
C  2.356140  3.075252  -3.727053  -0.293
O  1.853256  2.530251  -2.481709  -0.124
H  4.083363  3.403921  -4.686401  0.074
H  4.043467  1.738875  -4.137748  0.075
H  4.451242  3.098408  -3.021968  0.081
H  1.875455  2.600641  -4.608553  0.128
H  2.060768  4.118099  -3.742757  0.108
H  1.075398  1.959186  -2.635895  0.064
C  2.897786  -4.015402  1.764408  -0.062
C  2.487678  -2.795008  0.951480  -0.310
O  1.271047  -3.125593  0.239289  -0.113
H  3.862411  -3.758344  2.202412  0.071
H  3.123771  -4.834588  1.054078  0.092
H  2.126998  -4.174833  2.529255  0.077
H  3.242139  -2.481196  0.238045  0.090
H  2.339004  -1.965155  1.636873  0.071
H  0.550370  -3.447430  0.803399  0.043
C  -3.379425  -0.712507  -4.473081  -0.093
C  -2.656465  -0.632557  -3.180710  -0.344
O  -3.517592  0.173264  -2.402228  -0.087
H  -3.343444  0.238202  -5.059206  0.087
H  -4.459941  -0.857900  -4.320552  0.085
H  -2.971280  -1.440899  -5.152922  0.064
H  -1.761808  -0.094739  -3.367084  0.087
H  -2.546888  -1.593271  -2.674253  0.109
H  -3.194162  0.253708  -1.497264  0.020
C  -3.195922  3.850077  -2.564775  -0.078
C  -2.267620  3.637977  -3.724747  -0.291
O  -1.203660  2.683781  -3.501401  -0.091
H  -2.715734  3.969963  -1.616501  0.063
H  -3.819728  2.939807  -2.503672  0.082
H  -3.827640  4.672295  -2.847323  0.070
H  -1.827645  4.617058  -3.990175  0.108
H  -2.741667  3.217814  -4.586282  0.102
H  -1.053216  2.618488  -2.566939  0.022
C  -1.080731  -5.082845  2.999235  -0.168
O  -0.973604  -4.118350  2.007951  -0.150
H  -0.244843  -5.143453  3.709661  0.077
H  -2.041461  -4.901815  3.568801  0.098
H  -1.130112  -6.051327  2.558588  0.064
H  -1.371432  -3.255707  2.261321  0.035
C  -3.888769  1.346259  1.790994  -0.110
O  -3.555466  1.139940  0.390722  -0.156
H  -3.467769  0.571946  2.444939  0.050
H  -3.585109  2.358345  2.098154  0.080
H  -4.970545  1.268045  1.927409  0.076
H  -2.684165  1.506184  0.162965  0.028

Cartesian forces, eV/Å:
-1.374 0.447 0.041
1.020 0.151 -0.547
1.809 0.374 2.152
-0.927 -0.731 -1.020
-0.410 -0.231 0.092
-1.052 -0.315 -1.078
0.758 0.339 -0.545
0.153 -0.063 0.927
1.517 0.315 1.176
0.464 0.453 -0.450
0.459 -0.404 0.652
-1.108 -0.077 -1.262
-0.720 -0.127 -0.021
-0.454 -0.435 -0.294
0.552 0.987 -0.105
-0.671 -0.537 0.196
-0.085 -0.414 -0.951
-0.019 -0.586 0.309
0.776 -1.013 2.517
0.036 1.942 -1.058
-0.575 0.454 -1.773
-0.337 0.378 0.248
0.255 -0.698 0.165
-0.119 0.110 0.623
2.573 1.144 2.293
-0.596 0.777 0.053
-1.235 0.256 -1.906
-0.420 -2.282 -0.112
-0.202 -0.948 -0.538
-0.107 0.348 0.063
0.262 -0.013 0.434
-0.160 0.430 -0.487
-0.356 0.468 1.142
-0.379 -0.318 -0.152
-0.219 -0.348 -1.524
-0.487 0.262 0.355
0.519 0.451 0.018
0.308 -0.192 0.491
0.886 -0.145 -0.239
-0.320 -0.208 -0.065
0.668 3.498 -0.630
0.488 -0.250 0.040
1.813 0.794 -0.195
-1.531 -3.123 0.873
0.138 -0.334 0.134
-0.027 -0.237 -0.033
-0.675 0.492 -0.456
-0.606 -0.610 0.574
0.914 1.618 -0.257
-1.159 -1.609 0.244
-0.517 -0.535 -0.081
0.591 -0.118 -0.334
-0.226 -0.243 0.201
-0.484 -0.308 -0.137
-0.143 0.214 0.635
0.485 0.345 -0.034
0.513 0.557 -0.205
0.797 0.689 -0.877
-1.115 -1.162 0.572
0.260 1.081 -0.848
0.000 -0.181 0.548
-0.631 0.067 0.683
0.393 -0.505 -0.232
-0.051 -0.136 -0.366
-0.351 0.279 0.035
0.361 -0.332 0.574
-0.965 0.606 -1.684
-1.376 0.450 0.268
-0.274 0.388 0.848
0.268 -0.400 0.730
0.404 -0.428 0.054
0.057 -0.597 -0.184
1.459 0.101 0.212
0.418 -0.189 -0.295
-0.167 0.235 -0.133
-0.947 -1.861 -1.017
1.810 0.216 0.167
-0.329 0.413 -0.454
0.444 0.433 0.515
0.082 0.405 0.319
-0.380 0.540 0.353
0.061 -0.350 -0.139
-0.772 0.153 -0.524
0.046 -0.170 0.916
-1.296 0.296 1.714
0.758 1.248 -1.163
-0.038 0.537 -0.064
1.016 -0.412 -0.308
-0.222 -0.735 -0.615
-0.136 -0.726 0.275
0.264 0.095 -0.692
-0.521 -0.104 0.881
0.289 0.237 -0.229
0.005 -0.359 0.092
0.067 0.077 -0.404
0.060 -0.055 0.318

Values from the calculation:
Energy relative to the best compared isomer or geometry (same formula, charge and spin): 0.000 eV
Structure (SMILES): NC(N)=O.NC(N)=O.NC(N)=O.NC(N)=O.NC(N)=O.NC(N)=O.CCO.CCO.CCO.CCO.CO.CO
Net charge: 0

[2]
Entry from the OMol25 dataset: a 15-piece molecular cluster, C16H56N2O19 overall at a distorted geometry (wB97M-V/def2-TZVPD).

Each line ends with the Löwdin charge.
Atoms and positions in Å:
C  -3.506067  0.826845  0.540704  0.055
C  -3.904617  0.307262  -0.604968  -0.070
C  -3.122110  -0.652937  -1.456203  -0.336
O  -2.826365  -1.884547  -0.815193  -0.015
N  -4.010335  -2.307874  -0.128105  0.030
O  -4.068137  -3.467741  -0.077909  0.123
O  -4.005650  -0.942120  -2.577417  0.138
C  -3.599446  -0.404471  -3.720766  -0.581
O  -4.180197  -0.306747  -4.703804  0.221
O  -2.314949  0.042437  -3.562192  0.026
C  -1.852014  -0.110359  -2.191793  -0.374
N  -0.905295  -1.226185  -2.201064  0.142
C  -1.262077  1.213626  -1.819370  -0.090
C  -0.478099  1.148680  -0.505187  -0.158
C  0.751481  2.090180  -0.587069  -0.166
C  2.069796  1.294209  -0.399143  -0.192
C  2.697082  1.471361  0.998967  -0.174
C  2.628253  0.130838  1.792262  -0.184
C  3.855425  -0.042147  2.723862  -0.173
C  4.782789  -1.194634  2.268731  -0.207
C  5.032342  -2.268744  3.347301  -0.212
C  3.757838  -2.831880  3.988836  -0.249
C  2.787243  -3.466299  2.975272  -0.088
H  -3.666747  1.890862  0.692197  0.049
H  -2.998135  0.232015  1.292393  0.064
H  -4.890415  0.536138  -0.983268  0.099
H  -0.070752  -0.860023  -2.667700  0.111
H  -1.274533  -1.895256  -2.872623  0.118
H  -0.517364  1.432012  -2.587626  0.117
H  -1.971046  2.035155  -1.865035  0.135
H  -1.072861  1.478714  0.346655  0.099
H  -0.167529  0.125023  -0.300344  0.082
H  0.677585  2.775532  0.257746  0.097
H  0.754243  2.717556  -1.476348  0.100
H  1.839144  0.248864  -0.586811  0.089
H  2.791278  1.652646  -1.116360  0.078
H  2.153837  2.203740  1.601192  0.102
H  3.711969  1.859416  0.943975  0.101
H  1.711072  0.125417  2.368240  0.092
H  2.594964  -0.655280  1.039100  0.076
H  3.540359  -0.221277  3.751910  0.093
H  4.405135  0.907408  2.742107  0.077
H  4.338334  -1.702555  1.409544  0.083
H  5.704602  -0.752793  1.892437  0.102
H  5.714059  -1.890853  4.112309  0.112
H  5.549818  -3.100943  2.876216  0.076
H  3.253975  -2.069646  4.581112  0.090
H  4.062706  -3.603180  4.699106  0.099
H  2.838158  -2.958336  2.011644  0.044
H  3.079362  -4.504705  2.821633  0.072
H  1.757678  -3.374465  3.308718  0.065
O  -6.645843  1.051505  -2.333334  -0.061
H  -6.193565  0.352885  -2.821053  -0.003
H  -7.098828  1.552505  -3.019477  0.033
O  6.069286  2.710611  3.158044  -0.066
H  5.751691  2.780242  4.066199  0.012
H  7.023544  2.803813  3.241465  0.028
O  -0.200729  0.276979  -5.421915  -0.049
H  -1.127919  0.175146  -5.167853  0.014
H  -0.181117  1.108570  -5.910120  0.050
O  0.995550  -2.728621  0.057389  -0.031
H  0.638712  -3.593642  0.291308  0.082
H  0.367985  -2.378717  -0.593450  0.038
O  2.364849  1.468911  -3.321318  -0.048
H  3.144499  1.629134  -3.865025  0.051
H  1.661801  1.296970  -3.962994  0.018
O  6.874756  3.363213  5.981202  -0.048
H  6.548459  3.429227  6.885554  0.046
H  7.830172  3.455954  6.065740  0.045
O  -7.026807  -0.305919  -4.829034  -0.055
H  -6.186547  -0.215729  -5.297684  0.016
H  -7.642826  -0.605844  -5.507785  0.047
O  -0.002117  -1.587599  2.002332  -0.076
H  0.405308  -2.190072  1.358987  -0.055
H  -0.468042  -0.945161  1.455975  0.016
O  7.012218  -3.070058  1.009736  -0.059
H  6.533182  -3.904343  1.062642  0.038
H  6.445272  -2.509363  0.468030  0.031
O  -3.892825  -1.173207  3.081134  -0.056
H  -3.778731  -1.303184  4.029599  0.035
H  -4.673191  -1.694909  2.862418  0.040
O  -3.577185  3.843802  1.385384  -0.061
H  -4.501092  3.743806  1.643963  0.048
H  -3.550635  4.688594  0.921329  0.047
O  -0.962636  -1.442116  5.093629  -0.065
H  -0.470694  -1.551034  4.269108  0.001
H  -1.611579  -0.761257  4.888000  0.017
O  -3.005153  2.728004  -4.459571  -0.043
H  -2.915266  1.820986  -4.134557  -0.010
H  -3.874151  3.010271  -4.152759  0.042
O  -7.607403  1.407068  -7.673133  -0.059
H  -7.985893  1.649779  -6.820287  0.028
H  -6.662298  1.562860  -7.565689  0.034

Cartesian forces, eV/Å:
0.356 0.153 0.569
-0.065 -0.180 -0.711
-1.267 -0.659 0.750
0.156 0.190 -0.733
-0.636 -0.651 0.139
0.401 0.599 0.109
-0.576 -0.565 0.172
3.144 -0.356 3.900
-2.388 0.270 -3.818
-0.942 0.275 -0.203
-0.016 -1.446 -0.249
0.740 1.096 -0.547
0.885 -0.412 0.605
0.010 1.164 -0.071
0.233 -0.562 1.060
-0.156 1.427 0.323
-0.653 -0.909 0.440
1.001 1.110 0.041
-0.186 -0.148 -0.306
-0.221 0.126 0.346
-0.083 0.105 -0.255
0.076 -0.003 -0.079
0.476 0.398 0.071
-1.089 -0.455 0.901
1.133 0.386 -0.338
0.400 1.198 -0.872
0.053 -0.113 0.151
0.010 -0.294 0.324
-0.109 -0.111 -0.260
-0.300 -0.139 0.130
-0.278 -0.191 -0.122
0.087 0.037 -0.087
0.025 0.203 -0.094
-0.049 -0.240 -0.222
0.369 -0.132 -0.172
0.073 -0.214 -0.312
-0.040 0.204 -0.208
0.186 -0.236 -0.146
-0.181 -0.260 -0.067
-0.077 -0.292 0.334
-0.089 -0.003 -0.002
0.012 -0.307 0.028
-0.097 0.099 -0.073
0.298 -0.234 0.207
-0.091 0.071 0.102
0.169 -0.023 0.012
-0.083 0.072 -0.048
-0.029 0.027 0.110
-0.023 -0.002 0.003
-0.278 -0.120 -0.084
-0.115 -0.316 0.107
0.285 0.254 0.123
-0.333 -0.089 -0.080
-0.060 -0.200 0.008
-0.025 -0.011 -0.074
0.150 0.040 -0.002
-0.088 -0.006 0.011
0.084 0.212 -0.007
0.173 0.032 0.054
-0.020 -0.096 -0.043
0.258 -0.792 -0.904
0.141 -0.243 -0.260
-0.098 0.105 -0.201
-0.155 0.000 -0.520
-0.023 -0.029 0.069
0.037 -0.081 0.023
0.083 0.032 0.189
-0.038 -0.022 -0.088
-0.068 -0.015 -0.049
-0.087 0.117 -0.404
0.054 -0.149 0.170
-0.007 -0.006 0.104
-0.924 0.481 1.168
0.215 0.481 0.120
-0.020 -0.040 0.179
0.057 -0.155 -0.298
0.086 0.035 -0.011
0.046 0.027 0.091
-0.118 -0.020 0.101
0.064 -0.090 -0.090
0.052 0.064 -0.039
-0.156 0.278 -0.043
0.072 0.004 0.047
0.066 -0.054 0.048
-0.104 0.066 0.037
-0.030 -0.043 -0.223
0.169 0.006 -0.012
-0.112 -0.055 0.127
0.107 0.320 -0.156
0.070 0.018 -0.056
0.061 -0.023 0.162
0.022 -0.002 -0.066
-0.062 0.009 -0.060

Values from the calculation:
Energy relative to the best compared isomer or geometry (same formula, charge and spin): 1.338 eV
Net charge: 0

Calculated values (hartree) of DFT total energy for the records, taken in order: -2203.3611; -2182.1327.